The molecule C5H11N at a distorted geometry, computed with ωB97M-V/def2-TZVPD.

CARTESIAN COORDINATES (ANGSTROEM)
C  2.175  -0.017  0.197
C  0.966  -0.543  -0.561
C  -0.387  0.122  -0.075
N  -0.381  1.506  -0.296
C  -1.778  -0.488  -0.532
C  -1.234  -0.373  0.857
H  2.099  -0.268  1.235
H  2.234  1.050  0.285
H  3.071  -0.538  -0.176
H  0.972  -1.637  -0.529
H  0.998  -0.190  -1.597
H  0.140  1.919  0.416
H  -1.388  1.824  -0.100
H  -2.534  0.283  -0.847
H  -1.883  -1.437  -1.010
H  -1.808  0.171  1.494
H  -1.260  -1.385  1.240

Forces on the atoms, in the same order (eV/Å):
C -0.04 -1.01 0.21
C -1.40 1.31 0.13
C 2.64 -1.45 -4.90
N -2.84 1.54 -0.79
C 0.25 2.23 -0.73
C -3.25 -4.82 2.83
H -0.11 -0.71 0.84
H 0.39 0.69 -0.89
H -0.07 0.78 0.06
H -0.36 0.18 0.01
H 0.27 -0.39 -0.02
H 1.23 1.18 1.44
H 2.03 -0.23 -0.57
H 0.96 -0.89 0.21
H 0.24 -0.42 -0.03
H -1.14 2.15 1.82
H 1.19 -0.15 0.38

frontier orbital gap	0.3709	Ha
E_tot	-6851.3588	eV
E_HOMO	-8.98	eV
relative energy (zero: lowest compared OMol25 entry of this formula, charge and spin)	2.170	eV
E_LUMO	1.11	eV

Here are the Mulliken charges for atoms 1 to 8, given in e: atom 1 (C): -1.232, atom 2 (C): -0.408, atom 3 (C): 0.646, atom 4 (N): -0.689, atom 5 (C): -0.799, atom 6 (C): -0.816, atom 7 (H): 0.352, atom 8 (H): 0.360

A cluster of 3 separate species, C5H11N in total at a distorted geometry, computed with ωB97M-V/def2-TZVPD.

CARTESIAN COORDINATES (ANGSTROEM)
C  -0.314  -0.851  -1.970
C  -1.897  1.759  0.651
C  -0.728  1.233  0.707
C  0.075  0.392  1.441
C  1.555  0.321  1.453
N  -0.174  -1.842  -0.922
H  -1.123  -0.126  -1.823
H  -0.400  -1.308  -2.959
H  0.605  -0.278  -2.106
H  -2.369  2.683  0.377
H  0.408  1.387  -0.380
H  -0.437  -0.381  2.015
H  1.981  -0.685  1.362
H  2.000  0.832  0.605
H  1.948  0.698  2.404
H  -0.999  -2.428  -0.855
H  -0.132  -1.406  -0.002

Forces on the atoms, in the same order (eV/Å):
C 0.29 0.46 -0.61
C 0.04 1.23 1.84
C 2.74 -0.10 -2.10
C -0.26 -0.87 -0.27
C 0.58 -0.06 -0.22
N -0.06 -0.33 0.45
H -0.07 -0.07 -0.08
H -0.44 -0.34 0.22
H 0.08 0.05 0.48
H -0.55 -0.66 -1.13
H -1.68 0.19 1.42
H -0.06 0.08 0.28
H -0.55 -0.16 0.14
H -0.09 0.49 0.19
H -0.16 0.06 0.04
H 0.00 -0.03 -0.28
H 0.17 0.06 -0.37

frontier orbital gap	0.1979	Ha
E_tot	-6845.8378	eV
E_HOMO	-7.04	eV
relative energy (zero: lowest compared OMol25 entry of this formula, charge and spin)	7.691	eV
E_LUMO	-1.65	eV

Here are the Mulliken charges for atoms 1 to 8, given in e: atom 1 (C): -0.742, atom 2 (C): -0.440, atom 3 (C): -0.267, atom 4 (C): -0.038, atom 5 (C): -0.953, atom 6 (N): -0.537, atom 7 (H): 0.225, atom 8 (H): 0.345

A structure of composition C5H11N at a distorted geometry, computed with ωB97M-V/def2-TZVPD.

CARTESIAN COORDINATES (ANGSTROEM)
C  1.698  0.421  -0.664
N  1.186  -0.371  0.418
C  0.540  0.191  1.601
C  -0.203  -0.396  0.433
C  -0.955  1.024  -0.773
C  -1.078  -1.608  0.201
H  1.854  -0.245  -1.522
H  0.785  1.050  -0.891
H  2.634  0.926  -0.405
H  0.365  1.262  1.710
H  0.872  -0.291  2.532
H  -1.861  1.041  -0.202
H  -1.135  0.604  -1.779
H  -0.746  2.112  -0.999
H  -2.030  -1.495  0.724
H  -1.278  -1.645  -0.874
H  -0.648  -2.580  0.489

Forces on the atoms, in the same order (eV/Å):
C -0.06 0.33 -0.27
N 0.01 -0.37 -0.18
C -0.12 0.28 -0.14
C -0.72 1.13 -1.04
C -0.65 -0.94 0.90
C -0.10 0.29 -0.06
H 0.15 0.17 0.13
H 2.16 0.21 -0.27
H -0.25 0.05 -0.10
H 0.36 0.01 -0.16
H -0.64 -0.08 -0.43
H -0.94 0.00 -0.04
H 0.09 -0.35 0.65
H 0.57 -1.13 0.91
H 0.04 0.00 -0.10
H -0.11 -0.17 0.11
H 0.20 0.57 0.10

frontier orbital gap	0.3736	Ha
E_tot	-6849.4969	eV
E_HOMO	-9.14	eV
relative energy (zero: lowest compared OMol25 entry of this formula, charge and spin)	4.032	eV
E_LUMO	1.02	eV

Here are the Mulliken charges for atoms 1 to 8, given in e: atom 1 (C): -0.485, atom 2 (N): -0.369, atom 3 (C): -0.372, atom 4 (C): 0.685, atom 5 (C): -1.384, atom 6 (C): -1.399, atom 7 (H): 0.241, atom 8 (H): 0.150

The molecule C5H11N at a distorted geometry, computed with ωB97M-V/def2-TZVPD.

CARTESIAN COORDINATES (ANGSTROEM)
C  1.646  -1.077  1.036
C  1.195  0.348  0.660
C  -0.082  0.334  -0.155
C  -0.093  1.098  -1.453
C  -1.202  -0.209  0.322
N  -2.361  -0.579  -0.388
H  2.432  -1.090  1.784
H  1.917  -1.605  0.133
H  0.827  -1.617  1.510
H  1.997  0.849  0.129
H  0.963  0.843  1.611
H  -1.101  1.271  -1.829
H  0.419  2.055  -1.391
H  0.341  0.537  -2.294
H  -1.218  -0.579  1.342
H  -2.494  -0.002  -1.209
H  -3.187  -0.574  0.193

Forces on the atoms, in the same order (eV/Å):
C -0.48 0.32 0.11
C -0.68 -0.80 0.92
C -0.27 0.89 -0.42
C -0.13 -0.86 -0.81
C 0.21 -0.84 0.26
N 0.19 0.74 0.02
H 0.45 0.12 -0.22
H 0.30 -0.36 -0.09
H -0.15 -0.03 -0.16
H 0.01 0.31 0.04
H 0.40 0.40 -0.16
H -0.17 0.30 0.27
H 0.07 0.05 0.13
H 0.39 0.04 0.22
H 0.12 -0.17 0.01
H -0.21 -0.17 -0.04
H -0.04 0.06 -0.08

frontier orbital gap	0.3230	Ha
E_tot	-6852.8632	eV
E_HOMO	-7.76	eV
relative energy (zero: lowest compared OMol25 entry of this formula, charge and spin)	0.665	eV
E_LUMO	1.03	eV

Here are the Mulliken charges for atoms 1 to 8, given in e: atom 1 (C): -1.103, atom 2 (C): -0.625, atom 3 (C): 0.583, atom 4 (C): -1.406, atom 5 (C): -0.188, atom 6 (N): -0.537, atom 7 (H): 0.341, atom 8 (H): 0.308

The molecule C5H11N at a distorted geometry, computed with ωB97M-V/def2-TZVPD.

CARTESIAN COORDINATES (ANGSTROEM)
C  2.356  -0.422  0.486
C  1.298  -0.519  -0.654
C  -0.136  -0.244  -0.183
C  -0.502  1.152  0.115
N  -1.350  0.454  -0.831
C  -2.559  0.032  -0.072
H  2.305  0.513  1.059
H  2.296  -1.246  1.209
H  3.367  -0.467  0.055
H  1.587  0.194  -1.431
H  1.384  -1.526  -1.075
H  -0.616  -1.096  0.239
H  0.151  1.852  -0.403
H  -0.921  1.523  1.045
H  -3.197  -0.650  -0.642
H  -3.159  0.912  0.201
H  -2.302  -0.463  0.882

Forces on the atoms, in the same order (eV/Å):
C -0.14 0.02 -0.06
C -0.14 0.02 -0.29
C 0.07 0.05 -0.17
C 0.13 0.24 0.23
N 0.23 -0.08 -0.09
C -0.02 -0.06 -0.14
H -0.19 -0.12 -0.22
H -0.22 0.14 -0.21
H -0.31 -0.01 0.00
H -0.11 -0.06 -0.06
H -0.13 0.17 -0.13
H 0.39 -0.33 1.40
H 0.02 0.09 0.33
H -0.02 -0.17 0.02
H 0.25 0.10 -0.11
H 0.22 -0.09 -0.31
H -0.03 0.11 -0.21

frontier orbital gap	0.3728	Ha
E_tot	-6851.5015	eV
E_HOMO	-8.95	eV
relative energy (zero: lowest compared OMol25 entry of this formula, charge and spin)	2.027	eV
E_LUMO	1.19	eV

Here are the Mulliken charges for atoms 1 to 8, given in e: atom 1 (C): -1.046, atom 2 (C): -0.658, atom 3 (C): -0.039, atom 4 (C): -0.252, atom 5 (N): -0.434, atom 6 (C): -0.888, atom 7 (H): 0.306, atom 8 (H): 0.304

The molecule C5H11N, computed with ωB97M-V/def2-TZVPD.

CARTESIAN COORDINATES (ANGSTROEM)
C  -0.395  0.576  1.787
C  0.091  -0.153  0.549
C  0.771  -1.485  0.763
C  -0.175  0.354  -0.658
C  0.252  -0.286  -1.929
N  -0.853  1.558  -0.801
H  -1.489  0.613  1.856
H  -0.009  1.597  1.796
H  -0.070  0.080  2.697
H  1.861  -1.400  0.693
H  0.456  -2.227  0.048
H  0.544  -1.886  1.747
H  0.911  -1.120  -1.774
H  -0.581  -0.705  -2.506
H  0.761  0.431  -2.578
H  -0.939  2.154  0.003
H  -1.137  1.899  -1.695

Forces on the atoms, in the same order (eV/Å):
C 0.07 -0.15 -0.27
C -0.43 -0.27 0.61
C 0.35 0.40 -0.03
C 0.05 0.10 0.13
C -0.27 -0.13 -0.72
N 0.02 -0.08 0.37
H 0.02 0.12 -0.19
H -0.06 0.15 0.24
H 0.22 0.02 0.05
H -0.02 -0.08 0.05
H -0.10 -0.31 -0.30
H -0.05 0.03 0.12
H 0.41 -0.22 0.21
H -0.16 0.25 0.09
H 0.02 0.04 0.02
H -0.17 0.04 -0.27
H 0.11 0.08 -0.10

frontier orbital gap	0.3101	Ha
E_tot	-6853.1326	eV
E_HOMO	-7.35	eV
relative energy (zero: lowest compared OMol25 entry of this formula, charge and spin)	0.396	eV
E_LUMO	1.08	eV

Here are the Mulliken charges for atoms 1 to 8, given in e: atom 1 (C): -1.568, atom 2 (C): 0.910, atom 3 (C): -1.523, atom 4 (C): 0.616, atom 5 (C): -1.518, atom 6 (N): -0.378, atom 7 (H): 0.322, atom 8 (H): 0.346

Q: The highest E_LUMO belongs to which entry?
A: number 5

Q: Look up the E_LUMO of the first one.
A: 1.11 eV

Q: What is the formula in the fourth record?
A: C5H11N